No. 1
DFT (the ωB97M-V functional and the def2-TZVPD basis) results for a cluster of 16 separate species, C64H176N16O16 in total at a distorted geometry.

The geometry in XYZ format:
```
272
C64H176N16O16, DFT the ωB97M-V functional and the def2-TZVPD basis
O -9.007 2.708 -6.484
O -12.292 7.495 4.147
O 7.389 -0.815 -6.860
O -11.699 0.069 9.563
O 11.109 -2.478 7.151
O 0.820 -2.521 8.359
O 5.065 10.148 3.215
O -6.564 9.404 10.538
O 1.485 5.287 -6.079
O -3.579 -3.174 -5.035
O 4.715 -8.508 1.831
O -4.126 -10.477 -1.717
O 2.052 -10.943 -9.909
O -0.391 -0.014 1.395
O 0.137 10.688 -3.234
O 13.045 -3.511 -2.073
N -10.427 2.753 -9.979
N 3.962 5.644 -8.924
N -5.913 6.245 8.553
N 9.470 -4.058 -2.587
N -3.015 -8.121 -0.661
N 4.751 -9.116 -0.965
N -0.835 -3.474 -6.419
N -9.278 5.273 3.420
N 5.997 -3.307 -7.814
N -2.195 9.274 -3.910
N 14.573 -2.489 8.548
N 3.557 7.886 5.736
N 0.527 -9.545 -6.915
N 0.010 0.880 7.043
N 1.347 -3.051 0.091
N -10.949 -0.348 6.796
C -0.588 10.024 -2.232
C -10.361 -0.172 9.140
C -7.633 9.905 11.342
C -4.949 -3.437 -4.674
C -3.629 -9.101 0.244
C 1.073 -1.914 1.034
C 10.782 -4.767 -0.712
C 4.294 8.220 4.529
C 1.339 0.311 8.966
C 10.691 -3.872 -1.883
C -2.073 9.999 -2.664
C -2.029 -2.752 -6.886
C 13.304 -4.361 7.486
C 9.948 -1.640 7.276
C -3.377 -3.350 -6.450
C 1.236 11.399 -2.789
C -4.217 -8.429 1.384
C -1.782 -2.632 -8.408
C 4.430 -10.113 0.026
C -7.610 2.941 -6.550
C 0.756 -0.187 7.661
C -1.573 0.754 1.093
C -4.661 -9.875 -0.579
C 3.486 7.648 3.460
C 5.047 -9.824 1.381
C -11.884 0.950 10.630
C 5.255 -8.277 3.161
C -2.828 9.234 -1.627
C 6.470 -0.870 -7.954
C -0.220 -1.175 0.562
C 4.882 -11.466 -0.457
C -0.012 -1.490 7.819
C 3.514 7.163 -7.269
C 12.161 -2.094 8.100
C -9.907 3.329 -8.766
C -10.319 -1.093 7.898
C -11.357 6.416 4.241
C -5.632 7.559 9.155
C 3.173 -10.747 -10.662
C 2.075 5.204 -7.398
C 4.551 9.715 4.470
C 2.148 4.552 -5.070
C 0.114 -3.669 8.643
C -10.875 4.486 -8.371
C 0.520 -10.296 -8.151
C 3.461 5.733 -7.541
C -4.845 8.412 8.129
C -0.845 -10.135 -8.917
C 14.145 -3.269 -2.920
C 6.175 -2.439 -10.041
C -10.562 6.364 1.754
C 5.572 11.492 3.252
C 1.783 -9.875 -9.006
C -10.147 6.382 3.232
C -3.559 -11.739 -1.528
C -9.768 2.247 -7.625
C 7.452 0.461 -6.151
C 11.852 -3.935 -2.830
C 6.646 -2.301 -8.566
C -8.801 -1.396 7.444
C -6.887 8.232 9.745
C 13.449 -2.826 7.684
C -11.768 8.763 4.398
C 2.340 -1.064 1.078
H -2.906 -11.922 -2.382
H -9.788 -0.692 9.908
H -0.771 -2.262 -8.577
H 14.269 -4.145 -3.557
H -1.627 1.617 1.758
H 12.006 -4.968 -3.140
H 8.731 -4.020 -1.899
H 9.355 -3.268 -3.207
H -0.135 -10.010 -6.310
H 8.063 0.339 -5.257
H -0.595 -3.932 7.857
H 6.088 -10.135 1.458
H 8.012 1.206 -6.716
H -3.990 7.879 7.713
H -5.294 -4.449 -4.886
H 13.664 -2.451 6.684
H -1.171 -9.156 -9.270
H -10.606 4.841 -7.376
H -4.297 -12.541 -1.521
H -9.549 7.278 3.398
H 2.250 -0.140 1.650
H -7.378 10.903 11.697
H 4.357 -11.651 -1.394
H 1.558 -0.471 6.980
H 5.162 10.028 5.317
H -0.292 0.502 6.156
H -4.342 9.235 8.637
H -0.579 -1.823 6.950
H 14.311 -2.636 9.512
H 5.942 11.795 2.273
H -3.362 -4.434 -6.568
H -11.365 2.380 -9.943
H -1.070 -1.819 0.784
H -2.849 -8.554 -1.558
H -10.770 -2.069 8.079
H -9.061 5.486 4.383
H 1.396 -9.481 -6.404
H 5.106 -2.229 -10.011
H 7.712 -2.528 -8.592
H 5.040 -3.076 -7.586
H 1.798 -0.567 9.422
H -11.348 0.522 11.477
H -8.289 -1.842 8.296
H -2.510 9.480 -0.614
H 2.562 -0.730 0.064
H -2.918 -11.793 -0.648
H 2.908 7.796 -7.918
H 5.924 -11.489 -0.776
H -0.586 10.367 -1.197
H -1.655 1.191 0.098
H 3.034 8.719 5.966
H -2.365 -1.836 -8.871
H 15.010 -3.133 -2.271
H -10.902 5.287 -9.110
H 0.922 12.314 -2.287
H 6.795 -0.081 -8.633
H 13.831 -2.464 -3.584
H -7.212 3.369 -7.470
H 5.255 7.707 4.563
H -9.719 6.298 1.066
H -11.094 6.183 5.273
H 4.773 6.231 -9.055
H -11.636 8.882 5.473
H 3.185 -1.697 1.348
H -11.126 -1.001 6.047
H -1.036 -4.463 -6.366
H -0.792 -10.781 -9.793
H -4.164 -2.906 -7.059
H 0.465 -3.537 0.014
H 1.442 4.304 -4.277
H -8.563 9.878 10.774
H -4.914 7.367 9.953
H 3.451 6.561 3.398
H -0.088 -0.856 -0.472
H 0.712 1.584 6.867
H 4.413 -8.223 -0.636
H 1.865 10.932 -2.031
H -4.411 -9.248 2.077
H -9.793 4.409 3.509
H 4.130 -10.487 -10.208
H 0.567 -11.334 -7.821
H -7.411 7.487 10.343
H 1.860 11.608 -3.658
H -0.789 -3.308 -5.424
H -7.745 9.347 12.272
H -2.740 8.148 -1.589
H 10.695 -2.851 -1.501
H 14.316 -4.714 7.289
H -11.914 4.166 -8.290
H 11.692 -4.539 -0.156
H 2.640 -9.615 -8.385
H -1.926 -1.728 -6.527
H 2.654 3.638 -5.379
H -0.737 -1.278 8.606
H 1.013 -2.266 2.063
H 4.871 12.225 3.650
H -5.673 -2.776 -5.150
H -12.974 0.944 10.669
H -10.846 9.061 3.899
H -0.170 9.017 -2.216
H 4.518 7.562 -7.412
H 3.427 -11.652 -11.215
H 11.784 -3.348 -3.746
H 6.336 -3.458 -10.393
H 3.170 7.292 -6.243
H 4.728 -8.884 3.897
H 0.852 -4.468 8.712
H 6.443 0.799 -5.913
H 2.455 8.002 3.482
H 12.794 -4.590 6.550
H -5.482 8.777 7.323
H -9.376 1.321 -8.046
H -2.081 -3.539 -8.933
H -7.108 1.997 -6.335
H 6.627 -1.748 -10.752
H -3.499 -7.829 1.944
H 1.623 -8.923 -9.513
H -1.617 9.701 -4.620
H 1.920 4.215 -7.829
H 1.883 -3.714 0.632
H 9.146 -1.770 6.549
H -12.496 9.512 4.086
H 12.262 -1.026 8.294
H -12.014 5.595 3.953
H 9.425 -1.935 8.186
H 4.665 -10.553 2.095
H 6.420 -3.340 -6.898
H 5.235 -7.245 3.512
H -5.064 5.872 8.153
H -9.884 0.771 8.872
H -10.780 2.011 -7.298
H -5.081 -3.189 -3.621
H -0.529 -3.560 9.517
H -6.094 5.653 9.352
H -2.805 -9.746 0.549
H -11.865 -0.209 7.198
H 11.771 -2.562 9.004
H -11.196 5.482 1.666
H -11.555 1.956 10.367
H -2.496 0.188 1.218
H 2.968 -9.896 -11.311
H 5.742 -8.952 -1.068
H -7.467 3.631 -5.719
H 15.347 -3.124 8.415
H 10.705 -5.826 -0.961
H -3.904 9.391 -1.709
H -3.796 -7.550 -0.951
H 2.837 5.261 -4.611
H 0.498 0.721 9.524
H 4.280 7.901 6.441
H -1.697 -10.585 -8.407
H -1.609 8.486 -3.675
H -5.193 -7.979 1.206
H -8.656 -2.171 6.692
H -5.474 -9.216 -0.884
H 10.031 -4.539 0.044
H 1.415 5.756 -8.066
H 4.143 5.144 -6.927
H -8.938 3.733 -9.059
H 5.481 -0.523 -7.655
H 3.341 -10.084 0.058
H -2.499 10.988 -2.828
H -8.232 -0.567 7.022
H -10.398 3.395 -10.758
H -5.202 -10.583 0.050
H 4.813 -12.350 0.177
H 2.123 1.068 8.974
H 6.439 11.588 3.906
H 3.320 6.094 -9.560
H -11.191 7.234 1.563
H -7.652 8.491 9.013
H 6.318 -8.517 3.198
H 12.789 -4.842 8.319
H 10.146 -0.582 7.448
H 3.884 7.987 2.503
H 3.699 10.390 4.550
```

LUMO level   0.46 eV
Max |F|   0.060 Eh/bohr
Energy relative to the best compared isomer or geometry (same formula, charge and spin)   902.31 kJ/mol
Gap between HOMO and LUMO   9.325 eV
Total charge   0
Molecular weight   1426.2 g mol⁻¹

---

No. 2
DFT (the ωB97M-V functional and the def2-TZVPD basis) results for a structure of composition C30H24N3RuS2Se at a distorted geometry.

The geometry in XYZ format:
```
61
C30H24N3RuS2Se, DFT the ωB97M-V functional and the def2-TZVPD basis
Ru 0.200 -1.130 0.677
Se -3.711 -2.673 2.813
S -2.016 2.592 4.647
S 1.585 -3.035 -4.698
N 0.141 -0.434 -1.431
N -0.691 0.907 0.776
N -1.438 -2.213 1.054
C 1.063 -2.331 -7.092
C -1.838 2.269 -2.982
C -3.186 4.379 3.243
C 0.609 -2.503 3.995
C 2.875 -1.105 0.612
C 1.703 -3.299 -6.373
C -1.072 1.360 -0.438
C -2.261 2.931 -1.883
C 1.324 -1.995 2.780
C 0.189 -0.783 -3.810
C 1.655 -2.871 1.720
C -1.981 2.628 1.851
C 0.466 -1.356 -6.270
C 2.427 -2.441 0.632
C -3.431 4.711 4.589
C 1.767 -0.669 2.708
C 2.570 -0.213 1.644
C -0.591 0.356 -3.975
C 2.884 -3.423 -0.407
C -2.358 -2.380 1.764
C -2.857 3.829 5.456
C 0.518 -1.131 -2.484
C 0.654 -1.583 -4.927
C -2.345 3.112 0.600
C -1.900 2.486 -0.567
C -0.632 0.662 -1.592
C -1.017 1.097 -2.869
C -2.426 3.245 3.088
C 3.178 1.153 1.679
C -1.141 1.497 1.865
H 1.571 -0.006 3.542
H -4.004 5.569 4.907
H 4.154 1.089 2.165
H 1.127 -2.006 -2.291
H 2.572 1.854 2.250
H 3.532 -0.782 -0.186
H 0.066 -1.708 4.505
H -0.883 0.678 -4.966
H 3.782 -3.930 -0.045
H 2.235 -4.159 -6.747
H -0.083 -3.307 3.747
H -2.988 3.979 0.517
H 1.026 -2.321 -8.170
H 1.371 -3.915 1.785
H -2.887 3.809 -1.974
H -2.117 2.608 -3.971
H 1.341 -2.907 4.699
H 2.132 -4.188 -0.596
H 3.144 -2.932 -1.343
H -3.559 4.966 2.416
H -2.888 3.844 6.534
H -0.813 1.082 2.811
H -0.082 -0.512 -6.664
H 3.337 1.552 0.678
```

LUMO level (alpha / beta)   -6.55 / -8.67 eV
Max |F|   0.064 Eh/bohr
Energy relative to the best compared isomer or geometry (same formula, charge and spin)   155.69 kJ/mol
Gap between HOMO and LUMO (alpha / beta)   6.310 / 4.194 eV
Total charge   +2
Expectation value of S²   0.811
Molecular weight   670.7 g mol⁻¹
2S+1   2

---

No. 3
DFT (the ωB97M-V functional and the def2-TZVPD basis) results for a structure of composition C9H18Cl20Hg at a distorted geometry.

The geometry in XYZ format:
```
48
C9H18Cl20Hg, DFT the ωB97M-V functional and the def2-TZVPD basis
Hg -0.281 -2.608 1.239
Cl -2.496 1.397 3.351
Cl -4.341 -0.429 -0.816
Cl 1.527 -3.103 -1.019
Cl 2.250 -1.961 2.249
Cl -2.542 2.954 -1.694
Cl 1.651 4.136 1.651
Cl 4.345 -1.478 0.376
Cl -2.332 -1.525 -4.428
Cl -0.955 5.251 -0.705
Cl 1.604 -2.438 -3.906
Cl 3.802 0.964 -2.260
Cl -1.568 -2.464 3.610
Cl 2.882 1.615 2.591
Cl 1.673 2.993 -2.518
Cl -6.297 1.368 0.368
Cl -2.469 -3.203 -0.098
Cl -1.166 -4.518 -2.326
Cl -0.390 -0.220 0.144
Cl -0.247 0.572 -4.075
Cl -0.377 1.899 5.335
C -4.623 0.713 0.547
C -2.662 -4.423 -1.346
C 2.517 -2.973 -2.466
C 2.115 1.413 -1.770
C -1.335 -0.631 -3.299
C 3.970 -1.615 2.100
C 2.784 3.349 2.776
C -1.235 3.480 -0.577
C -0.723 1.526 3.618
H 1.412 0.635 -2.066
H 2.444 3.584 3.785
H -0.192 0.609 3.362
H -0.278 3.004 -0.788
H -0.734 -1.358 -2.752
H -1.963 -0.047 -2.626
H -3.905 1.527 0.451
H 2.854 -3.950 -2.812
H -3.524 -4.227 -1.984
H 4.259 -0.645 2.505
H -0.335 2.330 2.992
H 3.379 -2.334 -2.273
H -1.534 3.224 0.439
H 2.081 1.457 -0.681
H -2.837 -5.424 -0.951
H -4.485 0.265 1.531
H 3.789 3.739 2.613
H 4.487 -2.431 2.604
```

LUMO level   -2.98 eV
Max |F|   0.053 Eh/bohr
Gap between HOMO and LUMO   7.360 eV
Total charge   0
Molecular weight   1035.9 g mol⁻¹

---

No. 4
DFT (the ωB97M-V functional and the def2-TZVPD basis) results for a cluster of 6 separate species, C29H55F3O18 in total at a distorted geometry.

The geometry in XYZ format:
```
105
C29H55F3O18, DFT the ωB97M-V functional and the def2-TZVPD basis
F 5.963 -3.504 3.729
F 6.318 -4.829 2.073
F 6.463 -2.702 1.790
O 9.055 -0.162 -3.392
O 4.459 -6.760 -1.260
O 4.471 -8.590 -2.402
O -8.468 7.823 0.916
O 4.489 -3.548 2.032
O 2.570 -7.998 -1.323
O -3.000 6.634 -1.896
O -3.982 4.638 -2.307
O -0.288 1.526 2.319
O 7.790 0.752 -1.755
O 7.613 -1.415 -2.388
O 2.193 -2.463 1.650
O -0.473 3.159 0.765
O -10.596 7.656 0.592
O 2.234 -3.424 -0.434
O -9.191 6.801 -0.965
O -4.286 6.458 -3.620
O -0.815 0.971 0.300
C -0.427 -1.645 4.326
C -0.525 2.001 1.094
C 1.319 -4.606 4.612
C -11.985 5.732 0.037
C 8.118 -0.184 -2.440
C 3.521 -3.936 3.003
C -7.127 7.528 0.518
C -9.401 7.373 0.075
C 1.078 -3.559 3.522
C 9.644 1.122 -3.605
C -1.072 1.306 -1.074
C -6.561 5.615 -3.844
C -2.435 6.069 -0.709
C 1.921 -2.557 0.338
C -11.721 7.207 -0.176
C 3.720 -7.801 -1.629
C -3.777 5.794 -2.583
C 2.946 -9.420 -4.111
C 3.755 -5.782 -0.474
C -5.180 5.708 -4.456
C 1.018 -2.163 4.175
C 3.812 -9.755 -2.915
C 0.215 1.528 -1.840
C -0.946 -1.763 5.768
C 2.115 -3.668 2.411
C 0.111 2.518 3.268
C 6.563 -1.611 -1.429
C 5.239 -1.096 -1.950
C 5.773 -3.660 2.416
H -1.715 6.785 -0.324
H -0.542 -2.623 6.285
H 2.121 -8.768 -3.825
H -4.766 4.721 -4.663
H 3.269 -6.256 0.379
H -0.596 3.344 3.292
H 3.529 -8.896 -4.869
H -6.541 5.044 -2.917
H 0.749 2.400 -1.464
H 3.033 -5.272 -1.086
H -6.937 7.860 -0.501
H 0.006 1.683 -2.899
H 1.425 -2.254 5.176
H 1.349 -1.694 -0.021
H 2.531 -10.328 -4.549
H 10.014 1.544 -2.673
H -0.443 -0.591 4.081
H 1.859 -4.530 1.803
H -11.162 5.129 -0.345
H 3.236 -10.241 -2.128
H -2.027 -1.786 5.739
H -1.105 -2.162 3.661
H 4.435 -1.341 -1.254
H -6.471 8.066 1.196
H -6.939 6.609 -3.603
H -1.730 2.173 -1.136
H -11.575 7.439 -1.231
H 1.110 2.882 3.034
H 4.489 -5.072 -0.118
H 2.234 -4.410 5.151
H -0.671 -0.882 6.335
H -12.085 5.513 1.100
H 0.878 0.669 -1.732
H 5.013 -1.537 -2.921
H 0.519 -4.521 5.337
H 6.503 -2.685 -1.265
H 1.318 -5.613 4.206
H 3.584 -4.986 3.261
H -5.225 6.246 -5.401
H 4.606 -10.439 -3.210
H -12.899 5.430 -0.475
H -3.212 5.911 0.037
H 0.108 -3.768 3.088
H 8.922 1.796 -4.063
H -12.570 7.792 0.173
H 5.265 -0.014 -2.081
H 10.478 0.976 -4.286
H 6.826 -1.150 -0.478
H -7.254 5.130 -4.531
H -1.922 5.135 -0.922
H 1.575 -1.409 3.633
H -1.612 0.457 -1.489
H 3.587 -3.323 3.890
H -6.935 6.459 0.608
H 0.127 2.034 4.241
```

LUMO level   0.55 eV
Max |F|   0.033 Eh/bohr
Gap between HOMO and LUMO   11.133 eV
Total charge   0
Molecular weight   748.7 g mol⁻¹
Structure (SMILES)   CCC[C@H](C)[C@H](COC(F)(F)F)OC=O.CCOC(=O)OC.CCOC(=O)OC.CCOC(=O)OC.CCOC(=O)OC.CCOC(=O)OC